10
Properties=species:S:1:pos:R:3:forces:R:3:mulliken_charge:R:1 method="wB97M-V/def2-TZVPD" smiles="N#C/C(=N/S)NS" de_lowest_kcal_mol=38.1 largest_force_ev_per_a=2.69 gap_ha=0.3433
N -2.886 -1.248 -0.118 0.9844 -0.1662 -0.1437 -0.39
C -1.739 -1.094 -0.107 -2.1353 -0.4756 -0.1040 0.18
C -0.415 -0.581 0.095 -2.2824 -0.1432 0.4506 0.66
N 0.530 -1.305 -0.271 2.6418 0.5267 0.0162 -0.41
S 2.155 -0.772 -0.015 -0.7548 0.4748 0.6632 -0.11
N -0.544 0.648 0.749 2.1554 1.2958 -0.6111 -0.47
S -0.187 2.027 -0.270 1.4346 0.0139 0.4080 -0.08
H 1.994 0.258 0.929 -0.0380 -0.9634 -0.8663 0.12
H -1.446 0.830 1.133 -0.5335 -0.2857 0.3453 0.36
H 1.170 2.235 0.059 -1.4724 -0.2771 -0.1580 0.14